No. 1
This record from OMol25 describes a molecular structure, C5H8N2O at a distorted geometry. The level of theory is the ωB97M-V functional and the def2-TZVPD basis.

```
! RIJCOSX wB97M-V def2-TZVPD def2/J DEFGRID3
* xyz 0 1
C -1.96658 -1.45075 0.03041
C 0.49565 -1.00394 0.06856
C 1.42109 0.06942 0.02907
C 0.73761 1.19764 -0.03426
C -0.64621 0.72506 -0.15209
H -3.21433 -1.00472 -0.18942
H -1.92257 -2.10451 1.06376
H -1.91667 -2.25543 -0.85472
H 0.83542 -2.09238 -0.25620
H 2.98556 -1.31984 0.30953
H 3.33374 -0.01805 -0.90967
H 1.09678 2.25831 -0.26772
H -1.57056 2.36209 0.91173
N -0.76140 -0.56436 -0.06248
N 2.81646 -0.16791 0.14689
O -1.78276 1.50946 -0.00605
*
```

- frontier orbital gap (eV) = 7.5
- energy relative to the best compared isomer or geometry (same formula, charge and spin) (kJ/mol) = 539.5


No. 2
This record from OMol25 describes C5H8N2O in the gas phase at a distorted geometry. The level of theory is the ωB97M-V functional and the def2-TZVPD basis.

```
! RIJCOSX wB97M-V def2-TZVPD def2/J DEFGRID3
* xyz 0 1
C -1.46196 0.72432 1.83948
N -0.37691 1.31952 0.92573
C 0.48205 0.67807 0.17899
O 1.47640 1.47773 -0.12798
C 2.34709 0.74613 -1.03151
C 1.63841 -0.41379 -1.34914
N 0.39035 -0.35847 -0.59047
C -0.68663 -1.30355 -0.50235
H -1.23945 -0.37456 2.26778
H -2.47947 0.55697 1.18156
H -1.67842 1.47593 2.50272
H 3.20492 1.04797 -1.42166
H 1.62914 -1.16971 -2.24870
H -1.68390 -0.53656 -0.44541
H -0.73042 -1.85933 0.32607
H -0.83122 -2.01068 -1.50510
*
```

- frontier orbital gap (eV) = 8.3
- energy relative to the best compared isomer or geometry (same formula, charge and spin) (kJ/mol) = 455.0